(1)
The following is a DFT calculation (the ωB97M-V functional and the def2-TZVPD basis) of a structure of composition C23H27ClCrN3O8SSe4Te.

Geometry as XYZ:
```
69
Properties=species:S:1:pos:R:3
Cr -1.87966 -0.82826 -1.02571
Se -2.50697 -1.17212 1.41376
Se -2.98076 -3.43041 0.95407
Te -1.07053 -5.17172 -1.78622
Se -2.72915 -3.28939 -1.40185
C -1.38147 1.36038 3.28616
C -1.71545 2.30518 2.16447
C -0.76587 3.18031 1.65361
C -1.05755 4.00625 0.57521
C -2.32244 3.96001 0.01711
C -3.29922 3.11549 0.53271
C -2.98862 2.29244 1.59629
S -2.69664 4.89927 -1.42949
O -3.92038 5.60168 -1.16660
O -1.50737 5.61952 -1.81150
N -2.98870 3.82197 -2.59367
C -1.92779 3.26090 -3.43470
C -0.79638 2.49036 -2.74405
C -1.21990 1.20044 -2.10687
O -1.44850 0.17077 -2.79385
O -1.35658 1.12095 -0.84376
H -0.33326 1.44792 3.57466
H -1.56995 0.32794 2.98296
H -1.99616 1.56111 4.16621
H 0.22967 3.19563 2.08456
H -0.30911 4.65868 0.14696
H -4.28075 3.06839 0.07536
H -3.73221 1.59235 1.96009
H -3.85823 3.30278 -2.48312
H -1.47721 4.08800 -3.98251
H -2.43168 2.61492 -4.15500
H -0.31683 3.11230 -1.99006
H -0.05047 2.23661 -3.49795
C 4.55154 -3.76951 1.15743
C 3.13449 -3.99742 1.60750
C 2.83968 -4.94771 2.57843
C 1.52691 -5.16800 2.95259
Cl 1.18960 -6.37697 4.18337
C 0.48362 -4.46334 2.38495
C 0.76555 -3.50226 1.42676
C 2.08082 -3.27396 1.04282
O 2.39312 -2.29976 0.12377
C 2.00435 -2.55498 -1.22835
C 0.68999 -1.93070 -1.70940
O 0.44894 -2.03315 -2.89316
O -0.02190 -1.36012 -0.78930
H 5.25598 -4.02000 1.95190
H 4.70151 -2.73282 0.86107
H 4.78876 -4.39127 0.29050
H 3.63483 -5.52097 3.03908
H -0.54172 -4.65766 2.66784
H -0.03094 -2.93227 0.96792
H 1.90511 -3.63015 -1.39919
H 2.79962 -2.16727 -1.86776
Se -6.14128 1.61724 -1.82454
C -4.73616 0.51163 -1.56438
N -3.82791 -0.19634 -1.41746
C 1.49400 0.93591 0.50272
N 2.74123 0.70741 -0.20204
C 3.87280 0.25479 0.56794
C 2.84701 0.90686 -1.53029
O 1.94713 1.23724 -2.27475
H 1.19781 0.02705 1.02816
H 0.71202 1.18292 -0.20794
H 1.61181 1.75748 1.21639
H 3.52521 -0.45203 1.32187
H 4.39083 1.07969 1.07175
H 4.58088 -0.27003 -0.07310
H 3.87087 0.70985 -1.90036
```

Properties
LUMO level (alpha / beta) (eV): 3.903 / 3.904
HOMO-LUMO gap (alpha / beta) (eV): 5.7 / 5.7
HOMO level (alpha / beta) (Ha): -0.065 / -0.065
Total charge: -2
2S+1: 4


(2)
The following is a DFT calculation (the ωB97M-V functional and the def2-TZVPD basis) of the molecule C23H27ClN2O5S.

Geometry as XYZ:
```
59
Properties=species:S:1:pos:R:3
O -0.18510 -2.65082 -1.02782
C -0.05241 -2.08389 0.03341
O 0.96475 -2.31282 0.87584
C 2.04253 -3.12486 0.41964
C 3.27036 -2.27816 0.20537
C 3.17361 -1.06761 -0.47037
C 4.29377 -0.27679 -0.65019
C 5.52654 -0.68679 -0.17371
C 5.61982 -1.90011 0.48841
Cl 7.15129 -2.43197 1.08389
C 4.50242 -2.69370 0.68913
C -0.92072 -0.99037 0.52105
C -0.27399 0.09496 1.10930
C -0.95129 1.26488 1.35953
S -0.04030 2.68754 1.93950
O 1.10289 2.24421 2.67931
O -0.95006 3.61438 2.54517
N 0.52641 3.39837 0.54198
C -0.47328 4.00774 -0.30153
C 0.20081 4.98418 -1.26253
C 1.26009 4.25256 -2.08296
C 2.25861 3.58047 -1.14379
C 1.52091 2.64794 -0.18550
C -2.29307 1.37822 1.02802
C -2.96163 0.30354 0.48984
C -2.30770 -0.91924 0.23569
N -2.98007 -1.99858 -0.24863
C -2.63166 -3.35618 0.11393
C -3.91220 -4.11869 0.51581
O -4.83913 -3.25252 1.12274
C -5.36170 -2.30911 0.20982
C -4.29780 -1.91010 -0.82979
H 2.22176 -3.88418 1.18456
H 1.74126 -3.61159 -0.51792
H 2.21818 -0.74408 -0.85582
H 4.20848 0.66684 -1.16688
H 6.40436 -0.07586 -0.31118
H 4.59533 -3.62951 1.21814
H 0.77341 0.03268 1.35827
H -1.17082 4.52252 0.35957
H -1.02118 3.24050 -0.87540
H 0.67362 5.77726 -0.68260
H -0.55088 5.43060 -1.91502
H 1.77606 4.95312 -2.74156
H 0.77910 3.49428 -2.70623
H 2.78020 4.34084 -0.56189
H 2.99545 3.01163 -1.71302
H 2.20009 2.22228 0.55404
H 1.05050 1.82819 -0.75615
H -2.80186 2.30632 1.23609
H -4.01573 0.40198 0.28878
H -2.12749 -3.86665 -0.71638
H -1.94665 -3.32174 0.96425
H -3.67667 -4.87992 1.26054
H -4.36487 -4.61239 -0.35608
H -5.67086 -1.45504 0.81684
H -6.24584 -2.72301 -0.29938
H -4.32300 -2.60903 -1.67363
H -4.48465 -0.91272 -1.22250
```

Properties
LUMO level (eV): 0.443
HOMO-LUMO gap (eV): 8.7
HOMO level (Ha): -0.305
SMILES: O=C(OCc1cccc(Cl)c1)c1cc(S(=O)(=O)N2CCCCC2)ccc1N1CCOCC1


(3)
The following is a DFT calculation (the ωB97M-V functional and the def2-TZVPD basis) of a structure of composition C23H27CrN5O3PS in a non-equilibrium geometry.

Geometry as XYZ:
```
61
Properties=species:S:1:pos:R:3
Cr 0.92034 -0.66324 -0.04676
N 2.25939 -1.69545 0.88549
N 2.26042 0.64170 -0.54072
C 1.38025 1.65380 -0.27292
O 1.49882 2.75287 0.26328
O 0.15871 1.10678 -0.58913
H 2.64808 -1.20922 1.68767
H 3.02446 -2.05431 0.32730
H 3.16413 0.75365 -0.09672
C -2.27677 5.88248 3.34761
C -0.97550 5.39538 3.32437
C -0.67385 4.23879 2.62502
C -1.68186 3.53927 1.95450
C -2.98679 4.03377 1.98046
C -3.27946 5.20206 2.67293
P -1.20413 2.06387 1.01550
C -2.73704 1.44200 0.29171
C -3.42387 0.35217 0.82192
C -4.59169 -0.09687 0.21914
C -5.06712 0.51689 -0.93199
C -4.37994 1.59595 -1.47258
C -3.22357 2.05598 -0.86223
C -0.63274 0.82724 2.22261
C -1.16277 0.95920 3.51887
C -0.96570 -0.02202 4.47432
C -0.24057 -1.15253 4.13018
C 0.30800 -1.27300 2.86236
C 0.15854 -0.28683 1.87962
H -2.50590 6.79205 3.88910
H -0.18514 5.92368 3.84458
H 0.34626 3.87391 2.58417
H -3.77906 3.50159 1.47109
H -4.29703 5.57386 2.68959
H -3.05172 -0.14003 1.71391
H -5.13776 -0.92450 0.66155
H -5.97155 0.15818 -1.40976
H -4.73718 2.07329 -2.37615
H -2.68666 2.89400 -1.29535
H -1.74973 1.83064 3.77325
H -1.38847 0.09248 5.46592
H -0.09194 -1.94819 4.85365
H 0.88582 -2.15651 2.62412
N -2.40428 -3.04455 -0.73967
C -1.18523 -2.52287 -0.60930
O -1.03036 -1.37297 -0.16850
C 0.04356 -3.29103 -0.95406
C 1.05261 -2.23309 -1.33882
H -3.18396 -2.41168 -0.65450
H -2.52437 -3.89122 -1.26454
H -0.14899 -4.05270 -1.71389
H 0.37463 -3.79861 -0.04170
H 0.74022 -1.71314 -2.25450
H 2.06783 -2.60405 -1.43469
N -0.45268 -0.07255 -5.58004
C -0.74808 -0.02904 -4.25775
N 0.04461 0.74462 -3.50861
S -2.01633 -0.93567 -3.64065
H 0.15530 0.60573 -6.00381
H -1.10122 -0.56460 -6.16533
H 0.81243 1.24671 -3.92077
H -0.08611 0.85682 -2.50484
```

Properties
LUMO level (alpha / beta) (eV): -0.907 / -1.101
HOMO-LUMO gap (alpha / beta) (eV): 5.4 / 4.8
HOMO level (alpha / beta) (Ha): -0.232 / -0.215
2S+1: 2


| no. | calculated total energy (eV) |
| --- | --- |
| 1 | -365604.6061 |
| 2 | -60864.4116 |
| 3 | -86426.0748 |